This record from the Open Molecules 2025 dataset describes a structure of composition C12H25AlBr3Cl2F5Li2N2NaO6P in a non-equilibrium geometry. The level of theory is wB97M-V/def2-TZVPD.

Each line ends with the natural charge from an NBO analysis.
Element x y z (Å)
1 C -4.760 -1.742 -1.121  -0.6450
2 C -3.938 -2.956 -0.707  -0.0654
3 O -2.539 -2.767 -0.918  -0.5922
4 C -2.022 -3.183 -2.178  -0.0922
5 C -1.988 -2.044 -3.185  -0.0872
6 O -1.603 -0.905 -2.487  -0.5966
7 C -2.132 0.345 -2.937  -0.0819
8 C -2.012 1.283 -1.796  -0.1183
9 O -0.667 1.636 -1.609  -0.5269
10 C -0.424 2.181 -0.305  -0.1878
11 C 0.369 1.099 0.301  0.0221
12 C -0.124 0.339 1.373  -0.0570
13 N 0.449 -0.689 1.956  -0.1999
14 N 1.625 -1.014 1.388  -0.3136
15 C 2.201 -0.385 0.367  -0.0713
16 P 3.815 -1.156 -0.101  1.0156
17 O 4.728 -0.147 0.691  -0.9393
18 Br 3.850 -0.786 -2.291  -0.1924
19 C 1.620 0.723 -0.210  -0.1666
20 H -4.181 -0.827 -1.069  0.2152
21 H -5.120 -1.847 -2.140  0.2098
22 H -5.640 -1.641 -0.498  0.2348
23 H -4.057 -3.124 0.357  0.1905
24 H -4.288 -3.829 -1.250  0.1825
25 H -1.019 -3.555 -1.991  0.1901
26 H -2.580 -4.009 -2.615  0.1956
27 H -1.301 -2.320 -3.986  0.1942
28 H -2.967 -1.927 -3.653  0.1782
29 H -3.198 0.246 -3.144  0.1795
30 H -1.627 0.684 -3.836  0.2175
31 H -2.571 2.175 -2.031  0.2485
32 H -2.472 0.839 -0.908  0.1445
33 H 0.103 3.210 -0.492  0.3092
34 H -1.359 2.362 0.199  0.2003
35 H -1.081 0.644 1.779  0.2396
36 H 2.150 -1.770 1.821  0.4214
37 H 5.672 -0.277 0.516  0.5298
38 H 2.093 1.242 -1.028  0.2867
39 O -4.002 3.594 -1.704  -0.9474
40 H -4.899 3.487 -1.361  0.4484
41 H -3.751 4.527 -1.589  0.5139
42 C 2.619 -2.292 4.877  -0.3791
43 Cl 2.787 -3.459 6.229  -0.1252
44 Cl 3.108 -3.013 3.348  0.0086
45 H 1.584 -1.982 4.814  0.2414
46 H 3.267 -1.450 5.101  0.3092
47 O 4.770 2.760 -1.734  -0.8994
48 H 4.021 3.158 -1.275  0.4702
49 H 4.913 1.910 -1.296  0.4368
50 Br 5.983 4.807 -3.049  -0.7063
51 F 3.976 3.071 4.589  -0.7753
52 Al 4.930 1.790 4.095  2.1498
53 F 4.796 0.517 5.206  -0.7990
54 F 6.528 2.231 3.912  -0.7724
55 F 4.345 1.178 2.633  -0.7934
56 Li 2.035 -5.717 6.103  0.8404
57 Na -1.475 -0.981 -0.403  0.9087
58 F -3.970 1.777 0.827  -0.9607
59 Li -4.077 3.271 0.189  0.9540
60 Br -0.493 4.709 -1.772  -0.7951

frontier orbital gap: 1.024 eV
net charge: 0
DFT total energy: -10936.2559 hartree
energy relative to the best compared isomer or geometry (same formula, charge and spin): 0.000 eV
E_HOMO: -4.43 eV

***

This record from the Open Molecules 2025 dataset describes a structure of composition C12H25AuClI2NP2 in a non-equilibrium geometry. The level of theory is wB97M-V/def2-TZVPD.

Each line ends with the Mulliken spin population.
Element x y z (Å)
1 I 0.071 0.541 -0.068  0.0154
2 I 0.261 -2.001 0.709  0.0030
3 Au -0.043 0.384 -3.714  0.2489
4 P -2.155 0.025 -2.568  0.2055
5 C -2.976 -0.191 -0.927  0.0110
6 C -3.253 1.306 -3.258  0.0091
7 H -4.307 0.995 -3.187  0.0050
8 H -3.851 -1.500 -3.389  0.0049
9 H -2.979 1.453 -4.308  0.0000
10 H -2.367 -1.538 -4.391  0.0008
11 H -2.955 0.721 -0.325  -0.0005
12 H -3.063 2.220 -2.674  0.0011
13 C -2.752 -1.498 -3.367  0.0089
14 H -4.022 -0.499 -1.055  0.0047
15 H -2.351 -2.333 -2.774  -0.0007
16 H -2.468 -0.963 -0.347  -0.0006
17 P 2.182 0.140 -2.527  0.2369
18 C 3.139 -0.013 -0.939  0.0163
19 C 2.767 -1.397 -3.289  0.0102
20 H 2.920 1.502 -4.372  -0.0003
21 H 4.268 1.165 -3.245  0.0069
22 H 2.994 2.362 -2.799  0.0007
23 C 3.203 1.418 -3.320  0.0116
24 H 2.348 -1.468 -4.295  0.0002
25 H 3.862 -1.392 -3.343  0.0056
26 H 4.172 -0.326 -1.134  0.0044
27 H 2.703 -0.755 -0.266  -0.0006
28 H 2.389 -2.209 -2.654  -0.0008
29 H 3.158 0.928 -0.381  -0.0004
30 Cl 0.004 0.699 -5.996  0.1981
31 N -0.047 0.585 3.098  0.3085
32 C -0.084 0.287 4.415  0.1938
33 C 1.076 -0.245 5.020  0.1436
34 C 1.100 -0.424 6.387  -0.0255
35 C -0.018 -0.075 7.149  0.2637
36 C -1.180 0.438 6.553  -0.0133
37 C -1.230 0.610 5.177  0.1532
38 H 0.592 0.055 2.514  -0.0170
39 H -0.920 0.787 2.638  -0.0191
40 H 1.930 -0.487 4.395  -0.0017
41 H 2.000 -0.821 6.847  0.0013
42 H 0.038 -0.192 8.224  0.0057
43 H -2.066 0.680 7.141  0.0016
44 H -2.090 1.026 4.644  0.0000

frontier orbital gap (spin up / spin down): 6.369 / 5.492 eV
net charge: +2
2S+1: 3
DFT total energy: -2400.3943 hartree
energy relative to the best compared isomer or geometry (same formula, charge and spin): 1.867 eV
E_HOMO (spin up / spin down): -14.26 / -14.52 eV

***

This record from the Open Molecules 2025 dataset describes a structure of composition C12H25AuN3NbO3 in a non-equilibrium geometry. The level of theory is wB97M-V/def2-TZVPD.

Each line ends with the natural charge from an NBO analysis.
Element x y z (Å)
1 N 2.096 -0.081 -0.188  -0.6161
2 C 2.795 -0.883 0.452  0.4731
3 O 3.983 -1.292 0.538  -0.4231
4 Au 2.556 -2.167 1.806  1.0864
5 Nb 0.168 0.088 0.277  2.0562
6 N -0.675 -1.536 -0.524  -0.6394
7 N -0.058 1.625 -0.924  -0.5571
8 C -0.319 -2.581 -1.499  0.1110
9 C 0.410 3.019 -0.937  0.1028
10 C 0.694 -2.029 -2.489  -0.6238
11 C -1.574 -3.045 -2.237  -0.6283
12 C 0.278 -3.771 -0.752  -0.5936
13 C 0.553 3.510 -2.373  -0.6242
14 C -0.569 3.872 -0.131  -0.6163
15 C 1.786 3.087 -0.276  -0.6289
16 H 0.261 -1.210 -3.078  0.2288
17 H 0.957 -2.841 -3.178  0.2517
18 H 1.609 -1.677 -1.999  0.2030
19 H -2.258 -3.598 -1.585  0.2266
20 H -1.280 -3.720 -3.047  0.2525
21 H -2.107 -2.198 -2.677  0.2272
22 H 1.142 -3.461 -0.145  0.1481
23 H 0.617 -4.508 -1.492  0.2595
24 H -0.455 -4.245 -0.091  0.2268
25 H 1.196 2.824 -2.939  0.2229
26 H 1.026 4.500 -2.351  0.2514
27 H -0.410 3.604 -2.879  0.2248
28 H -1.576 3.833 -0.557  0.2162
29 H -0.218 4.914 -0.124  0.2524
30 H -0.613 3.485 0.897  0.2182
31 H 1.733 2.894 0.800  0.2234
32 H 2.183 4.102 -0.428  0.2528
33 H 2.472 2.359 -0.725  0.2172
34 C -1.217 1.339 -1.777  -0.4532
35 H -1.647 0.369 -1.485  0.2143
36 H -1.986 2.120 -1.680  0.2437
37 H -0.933 1.255 -2.838  0.2422
38 C -1.894 -1.845 0.249  -0.4553
39 H -1.916 -2.911 0.540  0.2412
40 H -1.912 -1.248 1.170  0.2281
41 H -2.801 -1.615 -0.334  0.2385
42 O 0.378 1.497 1.966  -0.6470
43 C 0.027 0.603 2.800  0.6876
44 O -0.245 -0.548 2.348  -0.7204
45 H -0.047 0.831 3.869  0.1983

frontier orbital gap (spin up / spin down): 5.252 / 5.250 eV
net charge: +2
DFT total energy: -1054.1997 hartree
energy relative to the best compared isomer or geometry (same formula, charge and spin): 1.533 eV
E_HOMO (spin up / spin down): -15.85 / -15.85 eV